(1)
144
Properties=species:S:1:pos:R:3 method="wB97M-V/def2-TZVPD" total_energy_ha=-5495.69619 smiles="COP(=O)(OC)OC.COP(=O)(OC)OC.COP(=O)(OC)OC.COP(=O)(OC)OC.COP(=O)(OC)OC.COP(=O)(OC)OC.CCOC(C)=O.CCOC(C)=O.CCOC(C)=O" gap_ev=10.577 multiplicity=1 e_homo_ev=-10.19
C 25.729 -8.130 9.713
O 26.930 -7.583 10.223
P 26.764 -6.553 11.445
O 25.728 -5.532 11.186
O 26.564 -7.544 12.717
C 26.167 -7.014 13.982
O 28.272 -5.981 11.641
C 29.207 -6.777 12.346
H 25.827 -9.212 9.795
H 25.603 -7.915 8.651
H 24.875 -7.868 10.338
H 25.518 -7.835 14.288
H 25.670 -6.057 13.824
H 26.991 -6.923 14.689
H 28.976 -7.841 12.298
H 29.155 -6.531 13.406
H 30.202 -6.661 11.915
C 23.635 -4.343 8.239
O 22.575 -5.153 7.770
P 22.380 -6.735 8.132
O 23.380 -7.644 7.496
O 22.405 -6.717 9.764
C 21.610 -5.798 10.492
O 20.805 -7.118 7.782
C 20.426 -7.398 6.434
H 24.308 -4.949 8.846
H 23.323 -3.472 8.816
H 24.132 -3.961 7.348
H 21.340 -6.307 11.418
H 20.767 -5.475 9.881
H 22.141 -4.881 10.749
H 19.570 -6.778 6.168
H 20.133 -8.448 6.410
H 21.157 -7.109 5.680
C 31.075 -4.040 13.909
O 30.623 -2.859 14.624
P 29.784 -3.059 15.950
O 28.622 -3.975 15.798
O 29.337 -1.568 16.452
C 28.175 -1.329 17.207
O 30.918 -3.503 16.982
C 32.063 -2.615 17.144
H 30.689 -4.059 12.890
H 30.783 -4.952 14.430
H 32.157 -4.077 13.784
H 27.272 -1.205 16.609
H 28.337 -0.438 17.815
H 28.063 -2.151 17.914
H 31.944 -1.659 16.633
H 32.928 -3.191 16.815
H 32.174 -2.381 18.203
C 25.153 -10.768 12.925
O 24.734 -11.313 14.147
P 23.691 -10.504 15.094
O 22.631 -9.701 14.452
O 23.237 -11.613 16.225
C 24.075 -11.984 17.314
O 24.764 -9.610 15.942
C 24.223 -8.701 16.937
H 24.866 -9.720 12.842
H 24.798 -11.325 12.057
H 26.241 -10.713 12.919
H 25.131 -11.798 17.118
H 23.968 -13.056 17.476
H 23.872 -11.456 18.246
H 23.150 -8.727 17.130
H 24.376 -7.676 16.597
H 24.806 -8.785 17.854
C 24.105 -3.167 12.286
O 24.392 -2.089 13.153
P 24.340 -2.357 14.745
O 24.793 -1.317 15.694
O 22.810 -2.841 14.871
C 22.152 -2.522 16.152
O 25.130 -3.725 15.035
C 25.216 -4.301 16.365
H 24.883 -3.170 11.522
H 23.104 -2.988 11.893
H 24.107 -4.104 12.842
H 21.707 -3.457 16.492
H 21.411 -1.745 15.963
H 22.853 -2.251 16.942
H 25.118 -5.386 16.319
H 24.402 -4.040 17.041
H 26.161 -4.041 16.843
C 28.636 -10.594 9.399
O 28.169 -11.814 8.775
P 26.766 -12.457 9.341
O 25.592 -11.724 8.874
O 26.768 -14.033 8.963
C 27.401 -14.596 7.814
O 27.137 -12.467 10.933
C 28.246 -13.213 11.431
H 28.640 -9.797 8.655
H 29.663 -10.692 9.752
H 27.984 -10.224 10.190
H 28.226 -15.216 8.166
H 27.805 -13.750 7.259
H 26.733 -15.181 7.182
H 28.572 -13.861 10.618
H 27.884 -13.854 12.235
H 29.025 -12.486 11.659
C 32.358 -8.330 8.217
C 31.902 -7.592 9.480
O 32.669 -7.901 10.674
C 32.397 -8.950 11.459
C 33.209 -8.989 12.759
O 31.579 -9.804 11.236
H 32.091 -9.381 8.325
H 33.446 -8.278 8.184
H 32.017 -7.918 7.267
H 31.911 -6.510 9.346
H 30.878 -7.904 9.687
H 32.579 -9.456 13.517
H 33.408 -7.949 13.017
H 34.078 -9.632 12.620
C 27.863 -5.836 7.210
C 27.903 -6.485 5.823
O 28.574 -5.669 4.887
C 29.902 -5.743 4.724
C 30.434 -4.717 3.729
O 30.613 -6.566 5.296
H 27.357 -4.888 7.021
H 28.854 -5.545 7.556
H 27.378 -6.347 8.042
H 28.365 -7.471 5.879
H 26.869 -6.678 5.539
H 31.391 -4.280 4.014
H 29.622 -4.001 3.600
H 30.566 -5.298 2.816
C 29.948 -8.347 15.521
C 29.874 -9.694 14.921
O 31.065 -10.488 15.204
C 31.056 -11.759 15.079
C 32.247 -12.439 15.697
O 30.165 -12.421 14.530
H 30.619 -7.606 15.086
H 30.212 -8.384 16.578
H 28.963 -7.883 15.457
H 29.117 -10.326 15.386
H 29.672 -9.584 13.856
H 33.180 -12.054 15.286
H 32.153 -13.517 15.569
H 32.249 -12.141 16.746

(2)
124
Properties=species:S:1:pos:R:3 method="wB97M-V/def2-TZVPD" total_energy_ha=-2216.39277 smiles=COC[C@H](C)N.COC[C@H](C)N.COCCNCCOC.COCCNCCOC.COCCNCCOC.CCO.CCO gap_ev=8.900 multiplicity=1 e_homo_ev=-8.29
C 11.736 17.407 8.064
O 11.809 16.619 6.891
C 12.148 15.256 7.068
C 13.510 15.044 7.713
C 14.625 15.867 7.073
N 13.794 13.605 7.733
H 12.650 17.390 8.664
H 10.876 17.074 8.654
H 11.635 18.436 7.721
H 11.364 14.746 7.640
H 12.161 14.840 6.057
H 13.456 15.350 8.764
H 15.568 15.640 7.570
H 14.469 16.943 7.190
H 14.664 15.664 6.000
H 14.072 13.298 6.801
H 14.649 13.449 8.261
C 10.738 18.665 0.366
O 11.800 17.801 0.037
C 12.555 18.255 -1.057
C 13.676 17.282 -1.411
C 14.520 17.869 -2.520
N 13.124 15.965 -1.839
H 10.045 18.813 -0.470
H 11.111 19.678 0.580
H 10.212 18.311 1.247
H 11.919 18.374 -1.949
H 13.008 19.247 -0.914
H 14.235 17.142 -0.481
H 13.892 18.222 -3.342
H 15.209 17.155 -2.968
H 15.140 18.674 -2.114
H 12.116 16.056 -1.953
H 13.179 15.322 -1.054
C 21.011 21.455 -2.734
O 20.155 20.385 -3.074
C 20.865 19.220 -3.419
C 19.899 18.044 -3.385
N 19.340 17.897 -2.059
C 18.381 16.816 -1.967
C 18.008 16.473 -0.551
O 17.294 17.491 0.092
C 17.106 17.202 1.456
H 20.398 22.316 -2.474
H 21.640 21.729 -3.587
H 21.627 21.202 -1.865
H 21.671 18.997 -2.711
H 21.291 19.297 -4.427
H 20.469 17.148 -3.646
H 19.129 18.211 -4.156
H 19.022 18.786 -1.701
H 18.780 15.956 -2.511
H 17.469 17.022 -2.562
H 18.896 16.156 0.014
H 17.386 15.559 -0.585
H 16.544 18.016 1.907
H 18.056 17.054 1.979
H 16.500 16.294 1.579
C 21.127 23.738 6.195
O 20.058 22.942 5.730
C 19.225 23.633 4.820
C 17.900 22.890 4.720
N 18.127 21.627 4.002
C 17.073 20.652 4.300
C 17.311 19.846 5.571
O 18.453 19.036 5.366
C 18.816 18.342 6.525
H 21.633 24.212 5.352
H 21.784 23.094 6.779
H 20.782 24.497 6.911
H 19.694 23.647 3.830
H 19.014 24.653 5.168
H 17.180 23.512 4.185
H 17.532 22.718 5.740
H 18.980 21.248 4.411
H 16.953 19.976 3.450
H 16.113 21.166 4.415
H 16.439 19.187 5.668
H 17.456 20.522 6.420
H 19.106 19.026 7.334
H 19.669 17.698 6.322
H 18.001 17.725 6.925
C 11.481 21.178 5.322
O 12.111 22.437 5.246
C 13.013 22.470 4.157
C 13.636 23.834 4.025
N 14.531 24.164 5.118
C 15.069 25.533 5.031
C 16.199 25.836 5.989
O 16.941 26.921 5.446
C 17.834 27.481 6.383
H 10.772 21.236 6.147
H 12.196 20.381 5.562
H 10.970 20.867 4.404
H 12.484 22.277 3.209
H 13.759 21.669 4.218
H 12.869 24.618 3.914
H 14.193 23.818 3.080
H 13.979 24.132 5.970
H 14.235 26.217 5.255
H 15.328 25.705 3.985
H 16.866 24.976 6.122
H 15.834 26.163 6.970
H 17.339 27.828 7.296
H 18.298 28.330 5.884
H 18.610 26.747 6.635
C 9.209 17.228 5.186
C 8.731 18.661 5.331
O 8.097 19.122 4.142
H 10.070 17.249 4.519
H 8.442 16.574 4.770
H 9.465 16.844 6.168
H 9.592 19.302 5.558
H 8.047 18.778 6.182
H 7.450 19.793 4.367
C 13.976 18.493 4.342
C 13.055 18.176 3.181
O 13.759 18.306 1.957
H 13.319 18.445 5.218
H 14.326 19.526 4.355
H 14.836 17.833 4.441
H 12.249 18.922 3.224
H 12.638 17.166 3.246
H 13.141 18.158 1.220

(3)
157
Properties=species:S:1:pos:R:3 method="wB97M-V/def2-TZVPD" total_energy_ha=-10265.21134 gap_ev=10.258 charge=-1 multiplicity=1 e_homo_ev=-8.93
As -10.188 13.799 -4.679
F -9.853 12.879 -6.132
F -8.824 13.013 -3.900
F -10.492 14.822 -3.307
F -11.519 14.542 -5.558
F -11.256 12.557 -4.132
F -9.068 15.014 -5.255
O -15.458 14.643 -1.378
S -15.322 15.717 -2.330
O -16.167 15.797 -3.479
O -15.408 17.144 -1.563
C -15.087 17.205 -0.176
C -13.929 18.172 0.007
C -13.577 15.718 -2.837
H -14.816 16.233 0.252
H -15.985 17.459 0.391
H -14.312 19.135 -0.332
H -13.062 17.835 -0.552
H -13.620 18.255 1.051
H -12.978 15.398 -1.991
H -13.363 16.746 -3.121
H -13.459 15.101 -3.724
O -10.894 7.590 -3.839
S -10.520 8.834 -3.230
O -11.522 9.695 -2.662
O -9.425 8.463 -2.117
C -9.330 9.315 -0.965
C -8.029 8.965 -0.256
C -9.509 9.801 -4.384
H -10.199 9.074 -0.352
H -9.299 10.384 -1.174
H -7.893 9.689 0.562
H -7.127 9.045 -0.854
H -8.097 8.076 0.374
H -9.054 10.593 -3.794
H -10.094 10.204 -5.204
H -8.819 9.044 -4.750
O -15.674 10.172 -6.999
S -15.489 11.017 -5.853
O -16.475 12.025 -5.617
O -15.408 10.139 -4.536
C -14.710 8.865 -4.616
C -14.696 8.317 -3.196
C -13.849 11.785 -5.837
H -13.671 9.035 -4.897
H -15.287 8.222 -5.273
H -14.343 9.049 -2.471
H -14.034 7.449 -3.192
H -15.682 8.021 -2.835
H -13.776 12.402 -6.728
H -13.087 11.011 -5.794
H -13.842 12.411 -4.950
O -4.631 17.028 -2.450
S -5.469 17.420 -3.540
O -5.632 18.792 -3.946
O -4.880 16.593 -4.786
C -5.570 16.635 -6.051
C -5.059 17.788 -6.920
C -7.099 16.720 -3.302
H -6.612 16.874 -5.823
H -5.559 15.665 -6.516
H -5.814 18.344 -7.472
H -4.300 17.506 -7.652
H -4.599 18.464 -6.199
H -7.685 16.674 -4.219
H -7.606 17.396 -2.621
H -6.988 15.688 -2.980
O -8.668 16.529 1.769
S -8.713 16.770 0.352
O -7.694 17.546 -0.287
O -8.906 15.354 -0.447
C -9.242 14.209 0.329
C -8.834 12.879 -0.255
C -10.352 17.388 -0.069
H -10.331 14.120 0.421
H -8.920 14.336 1.364
H -9.339 12.814 -1.226
H -9.124 12.053 0.387
H -7.777 12.835 -0.533
H -10.266 18.472 0.014
H -11.035 17.035 0.696
H -10.520 17.077 -1.095
O -11.687 17.503 -8.128
S -11.754 16.609 -9.253
O -12.957 16.467 -10.030
O -10.606 17.026 -10.317
C -9.254 17.197 -9.827
C -8.837 18.671 -10.049
C -11.164 14.955 -8.749
H -8.623 16.634 -10.509
H -9.139 16.925 -8.783
H -7.854 18.665 -10.520
H -8.789 19.227 -9.114
H -9.534 19.176 -10.714
H -10.293 15.244 -8.159
H -10.879 14.488 -9.686
H -11.842 14.415 -8.100
O -11.994 18.909 -2.739
S -12.016 19.248 -4.132
O -13.205 19.745 -4.754
O -10.915 20.381 -4.394
C -9.732 20.397 -3.567
C -8.508 20.323 -4.465
C -11.318 17.953 -5.132
H -9.697 19.589 -2.838
H -9.736 21.359 -3.058
H -8.409 19.413 -5.057
H -7.587 20.539 -3.930
H -8.650 21.108 -5.217
H -12.138 17.339 -5.484
H -10.510 17.442 -4.607
H -10.794 18.520 -5.898
O -11.556 8.597 -9.649
S -10.770 9.253 -8.655
O -10.880 8.940 -7.265
O -9.239 9.028 -9.121
C -8.242 9.254 -8.112
C -6.867 9.151 -8.780
C -10.932 11.039 -8.896
H -8.314 8.475 -7.355
H -8.380 10.241 -7.667
H -6.858 8.234 -9.372
H -6.118 8.923 -8.018
H -6.586 10.054 -9.313
H -11.713 11.255 -9.618
H -10.011 11.286 -9.428
H -10.977 11.533 -7.931
O -13.075 13.612 2.847
S -12.976 12.315 2.251
O -14.114 11.635 1.709
O -11.837 12.471 1.106
C -12.070 11.692 -0.088
C -12.721 12.558 -1.132
C -12.077 11.256 3.419
H -12.685 10.791 -0.005
H -11.174 11.245 -0.516
H -12.025 13.336 -1.470
H -13.603 13.117 -0.820
H -12.966 11.953 -2.006
H -11.852 11.808 4.322
H -11.288 10.747 2.881
H -12.869 10.542 3.662
O -7.804 14.059 -9.755
S -6.577 14.477 -9.137
O -6.392 15.731 -8.457
O -6.137 13.298 -8.131
C -6.990 13.076 -6.983
C -6.453 11.871 -6.252
C -5.227 14.215 -10.288
H -7.971 12.856 -7.398
H -6.943 13.917 -6.292
H -7.137 11.568 -5.455
H -5.521 12.030 -5.704
H -6.319 11.001 -6.894
H -5.190 13.160 -10.547
H -4.290 14.524 -9.833
H -5.427 14.791 -11.190